The following is a quantum chemistry calculation of 8 unconnected molecules or ions with the total composition C36H91N5O15 at a distorted geometry, from the Open Molecules 2025 dataset.

Properties
Orbital gap (eV): 9.4
Energy (Eh): -2828.279904
Strongest force on any atom (eV Å⁻¹): 2.36
LUMO (hartree): 0.0256
SMILES: CCOC(=O)OC.COCCNCCOC.COCCNCCOC.COCCNCCOC.COCCNCCOC.COCCNCCOC.CO.CO

Last column: Mulliken charge in e.
Element x y z (Å)
C (19.289, -19.799, 8.482)  -1.296
C (20.802, -19.888, 8.313)  0.715
O (21.427, -19.270, 9.446)  -0.413
C (22.726, -19.015, 9.337)  0.423
O (23.359, -19.127, 8.328)  0.180
O (23.126, -18.552, 10.498)  -0.433
C (24.378, -17.871, 10.607)  -0.483
H (18.837, -20.428, 7.717)  0.230
H (18.965, -18.767, 8.528)  0.298
H (19.123, -20.416, 9.368)  0.406
H (21.220, -19.370, 7.440)  -0.452
H (21.253, -20.877, 8.184)  0.409
H (24.489, -17.521, 11.628)  0.246
H (24.358, -17.041, 9.901)  0.183
H (25.156, -18.608, 10.397)  0.137
C (25.641, -21.416, 11.023)  -1.016
O (25.434, -21.176, 9.676)  -0.073
C (26.558, -21.489, 8.866)  -0.986
C (26.218, -21.057, 7.444)  0.003
N (26.192, -19.625, 7.263)  -0.515
C (25.643, -19.179, 5.988)  -0.034
C (25.526, -17.642, 5.940)  -0.476
O (25.266, -17.345, 4.574)  -0.275
C (25.232, -15.953, 4.412)  -0.711
H (25.857, -22.483, 11.200)  0.341
H (24.803, -21.097, 11.643)  0.271
H (26.510, -20.937, 11.506)  0.388
H (26.700, -22.574, 8.980)  0.501
H (27.480, -21.041, 9.258)  0.381
H (25.208, -21.472, 7.300)  -0.125
H (26.876, -21.594, 6.756)  0.497
H (25.463, -19.328, 7.908)  0.182
H (24.671, -19.644, 5.778)  -0.310
H (26.298, -19.409, 5.144)  0.658
H (26.461, -17.234, 6.332)  0.560
H (24.704, -17.337, 6.596)  -0.057
H (26.176, -15.398, 4.459)  0.347
H (24.533, -15.389, 5.043)  0.220
H (24.866, -15.688, 3.413)  0.170
C (23.088, -22.547, 6.171)  -0.542
O (21.761, -23.007, 6.151)  -0.541
C (20.914, -22.122, 5.440)  1.103
C (19.465, -22.508, 5.572)  -0.948
N (18.599, -21.921, 4.540)  -0.276
C (18.728, -20.463, 4.432)  0.689
C (17.815, -19.933, 3.367)  -0.474
O (18.020, -18.526, 3.361)  -0.231
C (17.417, -17.760, 2.354)  -0.792
H (23.678, -22.683, 5.257)  0.307
H (23.628, -23.093, 6.945)  0.431
H (23.171, -21.481, 6.409)  -0.010
H (21.194, -22.204, 4.381)  -0.051
H (21.112, -21.071, 5.669)  -0.351
H (19.017, -22.226, 6.535)  0.199
H (19.369, -23.594, 5.507)  0.376
H (17.638, -22.183, 4.717)  0.294
H (19.796, -20.298, 4.278)  -0.533
H (18.542, -19.900, 5.360)  -0.021
H (16.759, -20.185, 3.535)  0.384
H (17.989, -20.270, 2.337)  0.180
H (17.768, -16.734, 2.379)  0.182
H (16.325, -17.747, 2.472)  0.324
H (17.550, -18.202, 1.360)  0.333
C (27.082, -20.989, 0.440)  -0.903
O (26.144, -21.741, -0.325)  -0.223
C (26.438, -23.128, -0.327)  -0.687
C (25.270, -23.767, -1.045)  -0.678
N (24.098, -23.607, -0.176)  -0.296
C (22.790, -24.018, -0.686)  -0.711
C (21.703, -23.634, 0.282)  -0.548
O (21.362, -22.273, 0.121)  -0.268
C (20.369, -21.825, 1.009)  -0.527
H (27.226, -21.295, 1.480)  0.361
H (27.080, -19.900, 0.462)  0.258
H (28.005, -21.225, -0.112)  0.363
H (26.450, -23.628, 0.646)  0.319
H (27.399, -23.220, -0.843)  0.489
H (25.403, -24.849, -1.114)  0.416
H (25.098, -23.304, -2.023)  0.359
H (23.944, -22.603, -0.071)  0.105
H (22.783, -25.110, -0.762)  0.435
H (22.556, -23.558, -1.656)  0.322
H (21.914, -23.931, 1.312)  0.248
H (20.840, -24.242, -0.030)  0.409
H (20.459, -22.214, 2.032)  0.105
H (19.433, -22.322, 0.706)  0.439
H (20.260, -20.746, 1.048)  0.184
C (24.194, -9.852, -0.690)  -0.853
O (23.965, -11.224, -0.748)  -0.289
C (24.458, -11.862, -1.910)  -0.567
C (24.526, -13.352, -1.647)  -0.624
N (23.210, -13.911, -1.422)  -0.404
C (23.194, -15.245, -0.826)  -0.590
C (21.860, -15.461, -0.175)  -0.270
O (21.633, -14.617, 0.940)  -0.346
C (20.397, -14.875, 1.540)  -0.677
H (23.481, -9.328, -0.048)  0.266
H (24.103, -9.230, -1.589)  0.328
H (25.178, -9.611, -0.274)  0.306
H (25.462, -11.499, -2.147)  0.469
H (23.781, -11.702, -2.757)  0.312
H (25.168, -13.474, -0.760)  0.342
H (24.963, -13.852, -2.516)  0.341
H (22.759, -13.301, -0.742)  0.329
H (24.002, -15.358, -0.089)  0.270
H (23.305, -15.957, -1.648)  0.303
H (21.783, -16.502, 0.168)  0.269
H (21.074, -15.329, -0.930)  0.293
H (20.247, -15.951, 1.691)  0.122
H (19.482, -14.477, 1.084)  0.297
H (20.424, -14.413, 2.531)  0.355
C (21.914, -15.680, 7.353)  -0.198
O (20.932, -14.647, 7.441)  -0.424
C (20.616, -14.242, 8.765)  -0.577
C (19.530, -13.163, 8.823)  -0.525
N (19.541, -12.534, 10.137)  -0.273
C (19.231, -13.390, 11.252)  -0.394
C (19.148, -12.669, 12.595)  -0.661
O (18.954, -13.685, 13.562)  -0.295
C (19.479, -13.392, 14.854)  -0.743
H (21.478, -16.615, 7.709)  0.094
H (22.812, -15.408, 7.911)  0.366
H (22.089, -15.724, 6.283)  0.004
H (21.556, -13.757, 9.072)  0.314
H (20.417, -15.103, 9.409)  0.285
H (18.563, -13.658, 8.656)  0.303
H (19.777, -12.436, 8.053)  0.346
H (18.870, -11.781, 10.031)  0.231
H (19.963, -14.180, 11.430)  0.256
H (18.282, -13.942, 11.172)  0.255
H (18.205, -12.102, 12.622)  0.292
H (19.974, -11.974, 12.762)  0.424
H (20.534, -13.110, 14.855)  0.320
H (19.454, -14.332, 15.408)  0.245
H (18.769, -12.678, 15.277)  0.293
C (22.221, -17.896, 4.422)  0.020
O (22.104, -19.154, 3.771)  -0.398
H (21.536, -17.896, 5.273)  0.191
H (23.252, -17.700, 4.715)  -0.322
H (21.880, -17.121, 3.730)  0.388
H (21.584, -19.176, 2.966)  0.017
C (23.559, -19.251, -0.107)  -0.383
O (23.089, -18.794, 1.135)  -0.099
H (23.971, -20.270, -0.140)  -0.150
H (22.740, -19.384, -0.812)  0.310
H (24.387, -18.628, -0.454)  0.331
H (23.735, -18.878, 1.841)  0.085

Force components x, y, z for each atom (eV/Å):
1.5 -1.7 0.3
1.0 0.6 -1.1
-0.3 -0.2 0.6
-0.9 0.3 0.0
0.9 0.0 -0.7
-0.2 0.3 1.3
0.0 -0.7 -0.7
-0.2 0.6 -0.4
-0.3 -0.1 0.1
-0.5 0.7 0.4
-0.6 0.2 -0.1
-0.6 -0.3 0.3
-0.3 0.0 0.0
0.4 0.0 0.0
0.2 0.4 -0.2
0.7 -0.8 1.3
-0.1 1.1 -0.1
0.0 -0.2 0.2
-0.5 -1.1 0.3
-0.2 0.6 0.3
0.3 0.3 -0.4
-0.1 -1.9 0.2
0.6 1.1 0.8
-0.6 1.6 -1.4
-0.4 0.0 0.0
-0.3 -0.2 -0.4
0.1 0.4 -0.7
0.1 0.0 -0.6
-0.1 0.4 -0.1
0.1 -0.1 -0.2
0.2 0.4 -0.1
0.2 0.2 0.4
-0.1 0.1 -0.1
0.2 -0.4 0.2
0.1 0.3 -0.3
-0.1 0.3 -0.1
0.4 -0.7 0.4
-0.1 -0.6 0.6
0.0 -0.6 -0.1
0.8 0.1 0.4
-0.3 0.4 0.3
0.5 -0.1 -1.1
-1.3 -0.1 0.4
0.4 0.3 -0.4
0.4 -1.0 0.5
-0.1 1.2 -1.2
0.4 0.5 0.6
-1.1 -0.9 -0.3
-0.5 -0.2 -0.4
-0.2 -0.1 0.1
-0.3 0.0 0.1
-0.2 0.1 -0.2
0.0 0.0 0.5
0.6 -0.1 0.4
0.2 0.0 -0.1
0.0 0.0 0.1
-0.2 0.4 -0.7
-0.4 -0.2 0.1
0.0 0.1 0.4
0.5 -0.5 0.2
0.3 -0.1 0.1
-0.1 0.1 0.2
0.4 0.1 -0.1
1.9 -1.0 -0.9
-0.9 1.1 1.4
-0.3 0.2 -0.7
-0.9 -0.4 0.3
-0.5 1.2 0.1
0.9 -0.4 0.2
-1.1 -0.5 -0.7
1.0 0.7 0.4
-1.0 -1.5 0.3
-0.4 -0.4 0.0
-1.3 0.0 -0.6
0.5 0.3 0.6
0.3 0.6 0.3
0.0 -0.5 0.0
0.3 0.0 -0.4
0.2 -0.2 -0.2
0.6 0.0 0.4
-0.1 0.0 -0.3
0.0 -0.2 -0.1
0.3 0.4 0.1
-0.2 0.0 0.2
0.6 0.2 0.1
-0.3 0.6 -0.1
0.3 0.1 -0.4
0.2 1.6 0.5
-0.4 0.0 -0.2
-0.1 -0.4 -0.2
0.1 0.0 0.2
-0.4 0.6 0.5
0.1 0.8 -0.3
-0.6 -1.0 0.0
0.2 0.3 -0.6
-0.3 -0.2 1.3
-0.2 -0.7 0.4
0.0 -0.8 -0.6
0.2 -0.2 0.0
0.0 0.1 -0.1
0.1 0.3 0.0
0.2 -0.2 -0.2
0.3 0.1 0.1
0.0 0.0 -0.2
0.0 -0.2 0.0
0.1 -0.3 0.3
0.1 0.0 0.0
0.0 0.2 0.0
0.0 0.0 -0.1
0.4 0.1 -0.7
0.1 -0.1 0.0
-1.2 0.9 -0.1
-0.8 -0.1 -0.2
1.5 0.5 -0.3
0.4 -1.6 0.2
0.2 0.7 -0.5
-0.3 -0.5 0.8
-1.5 0.1 -0.4
1.3 -0.3 0.1
-0.8 -0.7 -0.5
0.3 -0.2 0.1
0.2 -0.1 0.0
0.4 -0.4 0.0
-0.2 0.0 0.8
-0.1 0.0 0.0
-0.1 0.2 -0.4
-0.3 0.1 0.0
0.0 0.1 0.7
0.4 0.2 -0.5
-0.1 0.1 -0.3
0.3 0.5 -0.2
0.3 -0.3 0.2
-0.1 0.6 -0.2
-0.3 0.1 0.1
0.6 0.3 0.6
-1.2 0.0 -0.7
0.7 -1.0 0.6
0.2 0.2 0.2
-0.3 -0.3 0.0
0.2 0.3 0.2
0.0 0.7 -0.1
0.9 -0.9 -0.4
-0.7 0.0 0.1
0.1 0.0 0.8
-0.2 0.9 0.0
-0.3 0.3 -0.5
0.1 -0.2 -0.1